(1)
{"formula": "C27H46GeN5O4SSi3Ti", "method": "the ωB97M-V functional and the def2-TZVPD basis", "symbols": ["Ti", "C", "C", "C", "C", "C", "C", "C", "S", "O", "O", "N", "C", "C", "C", "C", "C", "N", "H", "H", "H", "H", "H", "H", "H", "H", "H", "H", "H", "C", "C", "O", "O", "H", "H", "H", "C", "Si", "C", "C", "Ge", "Si", "C", "C", "C", "Si", "C", "C", "C", "H", "H", "H", "H", "H", "H", "H", "H", "H", "H", "H", "H", "H", "H", "H", "H", "H", "H", "H", "H", "H", "H", "H", "H", "H", "H", "H", "N", "C", "C", "N", "C", "C", "N", "H", "H", "H", "H", "H"], "coordinates": [[-0.12483, 0.66772, 1.05838], [-3.26884, 4.91397, -5.42047], [-2.83906, 3.76870, -4.54592], [-2.94571, 2.45651, -5.00548], [-2.53836, 1.40155, -4.20866], [-2.01132, 1.64687, -2.94685], [-1.91279, 2.94057, -2.46836], [-2.32270, 3.99298, -3.27413], [-1.56352, 0.12993, -2.06505], [-2.80112, -3.02036, -1.09919], [-0.19123, -0.17548, -2.55240], [-1.34699, 0.67280, -0.50934], [-2.34460, 1.33149, 0.14471], [-3.64925, 1.59309, -0.29071], [-4.46284, 2.35661, 0.52174], [-3.97673, 2.83244, 1.73824], [-2.69239, 2.50244, 2.10900], [-1.89380, 1.76321, 1.34245], [-4.22776, 4.69900, -5.89231], [-2.53952, 5.07500, -6.21666], [-3.35793, 5.83626, -4.84910], [-3.35712, 2.26228, -5.98862], [-2.62807, 0.37667, -4.55362], [-1.52280, 3.12828, -1.47689], [-2.24330, 5.00572, -2.89728], [-4.00107, 1.20182, -1.23508], [-5.47377, 2.58758, 0.21324], [-4.59393, 3.43419, 2.38898], [-2.27804, 2.81894, 3.05855], [1.01903, 2.36448, 3.89162], [1.04903, 1.82993, 2.49139], [1.44824, 0.64257, 2.25576], [0.60548, 2.49801, 1.51148], [1.99036, 2.23938, 4.36816], [0.29063, 1.79298, 4.47327], [0.73753, 3.41434, 3.87697], [2.44062, -4.01930, 2.10987], [3.00268, -2.52598, 1.06053], [4.08924, -1.45244, 2.20316], [4.20387, -3.28236, -0.21807], [1.24510, -1.21123, -0.05558], [2.43767, 0.73546, -1.08207], [1.38930, 2.19733, -1.67540], [3.44888, 0.11899, -2.56470], [3.63800, 1.51177, 0.17534], [0.03166, -3.14369, -1.05907], [-1.66989, -3.26566, -1.95289], [1.26236, -3.92092, -2.27880], [-0.35318, -4.24121, 0.44991], [3.18758, -4.24678, 2.87309], [2.33706, -4.90612, 1.48205], [1.48665, -3.86640, 2.61774], [4.52547, -2.04786, 3.00766], [3.51175, -0.64160, 2.65130], [4.91260, -1.00938, 1.63948], [5.21286, -3.33583, 0.19509], [4.24296, -2.69067, -1.13519], [3.90834, -4.29606, -0.49214], [0.91140, 1.99178, -2.63047], [2.01091, 3.08996, -1.77696], [0.61653, 2.41666, -0.94090], [2.79620, -0.36194, -3.29508], [4.21244, -0.59714, -2.25715], [3.94281, 0.96589, -3.04535], [3.14441, 2.33933, 0.68650], [4.52059, 1.90654, -0.33233], [3.97102, 0.80203, 0.93111], [-1.70007, -2.62890, -2.84459], [-2.56352, -2.40759, -0.39995], [-1.80484, -4.29501, -2.29496], [1.56479, -3.18569, -3.02696], [0.82713, -4.77730, -2.79663], [2.16050, -4.25407, -1.75754], [-0.63561, -3.62259, 1.30525], [0.50945, -4.84129, 0.74193], [-1.18216, -4.91639, 0.23346], [0.68265, -1.43054, 5.43363], [-0.25459, -1.05877, 4.48475], [-0.04023, -1.29314, 3.14228], [-0.93839, -0.88607, 2.17070], [-2.18525, -0.58117, 2.69580], [-2.37528, -0.39133, 4.03130], [-1.39684, -0.52244, 4.95707], [1.64040, -1.48281, 5.13103], [0.52917, -1.02373, 6.34123], [0.87553, -1.75418, 2.79985], [-3.01024, -0.52614, 1.99661], [-3.35143, -0.11649, 4.41726]], "mulliken_charge": [-2.669, -1.568, 0.976, -0.856, -0.726, 0.052, 0.129, -0.969, 0.117, -0.612, -0.589, 0.677, 0.029, -0.816, -0.690, -1.157, -0.156, 0.892, 0.379, 0.307, 0.367, 0.386, 0.491, 0.256, 0.356, 0.615, 0.471, 0.448, 0.455, -1.616, 1.475, -0.461, -0.462, 0.389, 0.233, 0.430, -1.499, 1.502, -1.277, -1.464, 1.521, 1.209, -0.626, -1.268, -1.197, 0.708, -0.656, -1.071, -1.098, 0.473, 0.377, 0.429, 0.521, 0.136, 0.376, 0.417, 0.289, 0.411, 0.234, 0.656, -0.166, 0.269, 0.309, 0.440, 0.246, 0.481, 0.164, 0.229, 0.335, 0.515, 0.252, 0.458, 0.172, 0.143, 0.342, 0.475, -0.529, 0.180, 0.149, 0.767, -0.351, -0.607, -0.729, 0.226, 0.275, -0.611, 0.463, 0.413], "homo_ev": [-5.517, -7.644], "lumo_ev": [0.23, -1.54], "total_charge": 0, "spin_multiplicity": 4}

(2)
{"formula": "ClFMg2", "method": "the ωB97M-V functional and the def2-TZVPD basis", "symbols": ["Mg", "Mg", "F", "Cl"], "coordinates": [[-39.94327, -14.83075, -11.35831], [-41.28288, -16.32794, -9.29375], [-40.03573, -15.96163, -10.27515], [-40.51950, -13.72174, -9.90614]], "mulliken_charge": [1.476, 1.682, -0.704, -0.454], "homo_ev": -20.210, "lumo_ev": -12.09, "total_charge": 2, "spin_multiplicity": 1}

Record-wise ΔE to the lowest compared entry with this formula, charge and spin values, in kcal per mole: 92.43; 41.87